{
  "formula": "C21H20ClN3O3",
  "method": "the ωB97M-V functional and the def2-TZVPD basis",
  "symbols": ["C", "O", "C", "C", "C", "N", "C", "O", "C", "N", "N", "C", "C", "C", "C", "C", "C", "C", "O", "C", "C", "C", "C", "C", "C", "Cl", "C", "C", "H", "H", "H", "H", "H", "H", "H", "H", "H", "H", "H", "H", "H", "H", "H", "H", "H", "H", "H", "H"],
  "coordinates": [[3.237, 3.181, 0.665], [4.466, 2.797, 0.106], [4.379, 2.226, -1.182], [3.995, 0.730, -1.171], [2.705, 0.425, -1.941], [1.523, 0.926, -1.286], [0.912, 2.091, -1.643], [1.258, 2.842, -2.530], [-0.217, 2.190, -0.710], [-1.241, 2.994, -0.388], [-1.935, 2.477, 0.629], [-1.365, 1.317, 0.982], [-1.884, 0.497, 2.063], [-1.289, -0.732, 2.352], [-1.755, -1.531, 3.374], [-2.835, -1.111, 4.137], [-3.441, 0.097, 3.870], [-2.984, 0.914, 2.836], [-3.626, 2.077, 2.629], [-0.251, 1.101, 0.144], [0.879, 0.185, -0.198], [0.431, -1.179, -0.671], [0.992, -2.335, -0.147], [0.581, -3.581, -0.587], [-0.397, -3.667, -1.565], [-0.914, -5.217, -2.120], [-0.960, -2.521, -2.106], [-0.544, -1.283, -1.656], [2.604, 2.320, 0.909], [3.471, 3.718, 1.582], [2.683, 3.841, -0.013], [5.378, 2.351, -1.605], [3.669, 2.793, -1.797], [3.895, 0.407, -0.133], [4.798, 0.142, -1.617], [2.749, 0.894, -2.927], [2.597, -0.658, -2.067], [-1.515, 3.874, -0.796], [-0.454, -1.062, 1.755], [-1.280, -2.479, 3.576], [-3.205, -1.731, 4.940], [-4.284, 0.442, 4.448], [-3.211, 2.539, 1.872], [1.582, 0.069, 0.638], [1.755, -2.269, 0.615], [1.015, -4.478, -0.175], [-1.718, -2.600, -2.870], [-0.978, -0.388, -2.075]],
  "atomic_forces_ev_per_a": [[0.0, 0.0, 0.0], [0.2, 0.0, 0.1], [0.0, -0.1, 0.0], [-0.2, 0.2, -0.2], [0.4, 0.0, -0.1], [0.1, -0.1, 0.1], [0.1, 0.2, -0.3], [0.0, 0.2, -0.1], [-0.3, -0.8, 1.0], [0.3, -0.1, -0.2], [-0.4, 0.0, 0.4], [0.3, 0.3, -0.5], [-0.3, 0.0, 0.3], [-0.1, 0.1, 0.1], [0.1, -0.2, 0.0], [0.0, 0.1, -0.1], [0.0, 0.1, -0.1], [0.2, -0.3, 0.0], [-0.1, 0.1, 0.0], [0.1, 1.0, -0.7], [0.0, -0.1, 0.1], [0.1, -0.2, 0.1], [-0.1, 0.2, -0.1], [-0.1, -0.2, -0.1], [0.1, 0.2, 0.1], [-0.1, -0.2, -0.1], [0.0, 0.0, 0.0], [0.1, -0.1, 0.1], [0.0, 0.0, 0.0], [-0.1, 0.0, 0.0], [0.0, 0.0, 0.0], [-0.1, 0.0, 0.0], [0.1, 0.0, 0.0], [0.1, 0.0, 0.0], [0.0, -0.1, 0.0], [0.0, -0.1, 0.0], [0.0, 0.1, -0.1], [0.0, -0.1, 0.1], [0.1, 0.0, 0.0], [0.0, -0.1, 0.0], [0.0, 0.0, 0.1], [-0.1, 0.0, 0.1], [-0.1, 0.0, 0.0], [-0.1, 0.0, -0.1], [0.1, 0.0, 0.1], [0.0, -0.1, 0.0], [-0.1, 0.0, -0.1], [-0.1, 0.1, 0.0]],
  "nbo_charge": [-0.25, -0.53, -0.08, -0.44, -0.22, -0.42, 0.66, -0.61, 0.03, -0.29, -0.32, 0.22, -0.20, -0.11, -0.27, -0.18, -0.27, 0.35, -0.68, -0.12, -0.07, -0.06, -0.20, -0.23, -0.04, 0.02, -0.24, -0.13, 0.15, 0.20, 0.17, 0.19, 0.19, 0.21, 0.22, 0.23, 0.21, 0.43, 0.19, 0.21, 0.21, 0.22, 0.51, 0.22, 0.22, 0.23, 0.23, 0.22],
  "lumo_energy_ev": 0.55,
  "relative_energy_ev": 2.796,
  "smiles": "COCCCN1C(=O)c2[nH]nc(-c3ccccc3O)c2[C@H]1c1ccc(Cl)cc1",
  "charge": 0,
  "e_homo_ha": -0.3085,
  "gap_ev": 8.95
}

=====

{
  "formula": "C21H20CrF9N2O4",
  "method": "the ωB97M-V functional and the def2-TZVPD basis",
  "symbols": ["Cr", "O", "C", "O", "C", "C", "C", "C", "C", "C", "C", "C", "C", "N", "H", "H", "H", "H", "H", "H", "C", "C", "C", "C", "O", "H", "H", "H", "H", "H", "H", "H", "H", "H", "F", "C", "F", "F", "C", "O", "C", "F", "F", "F", "C", "F", "F", "F", "C", "C", "C", "N", "H", "H", "H", "H", "H"],
  "coordinates": [[-0.090, -0.077, -0.035], [2.026, 3.353, 0.108], [1.616, 2.225, -0.086], [0.502, 1.723, 0.305], [2.371, 1.220, -0.918], [3.667, 1.410, -1.404], [4.242, 0.420, -2.157], [3.491, -0.735, -2.468], [4.016, -1.784, -3.249], [3.262, -2.890, -3.533], [1.942, -2.971, -3.073], [1.399, -1.967, -2.311], [2.166, -0.841, -1.963], [1.650, 0.120, -1.148], [4.183, 2.320, -1.143], [5.251, 0.500, -2.531], [5.033, -1.700, -3.604], [3.678, -3.703, -4.112], [1.346, -3.837, -3.321], [0.384, -2.029, -1.938], [-2.375, -2.626, 1.806], [-2.301, -2.206, 0.328], [-3.615, -1.523, -0.105], [-2.006, -3.418, -0.571], [-1.274, -1.310, 0.169], [-3.276, -3.200, 2.008], [-2.360, -1.736, 2.432], [-1.504, -3.227, 2.054], [-4.459, -2.203, -0.016], [-3.522, -1.198, -1.141], [-3.790, -0.652, 0.525], [-2.746, -4.197, -0.426], [-1.019, -3.807, -0.324], [-2.013, -3.103, -1.613], [2.070, -2.406, 4.438], [1.261, -1.478, 3.906], [0.018, -1.940, 4.019], [1.351, -0.395, 4.672], [1.615, -1.170, 2.417], [0.613, -0.571, 1.801], [1.977, -2.520, 1.719], [3.241, -2.915, 1.878], [1.774, -2.385, 0.396], [1.197, -3.527, 2.111], [2.891, -0.271, 2.399], [3.467, -0.313, 1.185], [3.826, -0.631, 3.282], [2.574, 0.994, 2.636], [-3.910, 2.446, -1.191], [-2.935, 2.294, -2.368], [-1.895, 1.395, -1.959], [-1.116, 0.679, -1.495], [-4.659, 3.200, -1.419], [-3.369, 2.742, -0.296], [-4.410, 1.501, -0.994], [-2.492, 3.260, -2.626], [-3.451, 1.907, -3.252]],
  "atomic_forces_ev_per_a": [[2.7, 0.3, 1.9], [0.1, -0.4, -0.2], [0.1, 0.5, 0.1], [-0.9, 0.5, 0.6], [-0.5, -0.8, -0.1], [0.2, -0.1, -0.2], [-0.4, 0.1, 0.2], [-0.3, 0.1, 0.2], [-0.1, -0.3, -0.1], [0.4, 0.2, 0.0], [-0.5, 0.3, 0.3], [-0.1, -0.3, -0.1], [0.6, -0.2, -0.3], [0.8, 0.3, -0.3], [0.0, 0.1, 0.0], [0.1, 0.1, 0.0], [0.1, 0.0, 0.0], [0.0, 0.0, 0.0], [-0.1, -0.1, 0.0], [-0.1, -0.1, 0.0], [0.1, 0.2, -0.4], [-1.0, -0.7, 0.1], [0.4, -0.2, 0.1], [-0.1, 0.4, 0.3], [-0.5, -0.4, -0.2], [-0.1, -0.1, 0.0], [0.0, 0.0, 0.1], [0.1, 0.0, 0.1], [-0.1, 0.0, 0.0], [-0.1, 0.0, -0.1], [-0.1, 0.1, 0.1], [-0.1, -0.2, 0.0], [0.1, -0.1, 0.0], [0.0, 0.0, -0.2], [0.3, -0.1, 0.0], [-0.1, -0.2, 0.0], [-0.3, 0.0, -0.1], [0.0, 0.4, 0.1], [0.5, -0.2, 0.1], [-0.7, 0.5, -0.7], [-0.1, -0.1, -0.3], [0.3, 0.0, 0.2], [0.1, -0.1, -0.1], [-0.3, -0.2, 0.2], [0.0, 0.0, 0.2], [0.1, 0.0, -0.3], [0.2, -0.1, 0.2], [-0.1, 0.2, 0.0], [-0.1, 0.0, 0.0], [-0.6, 0.5, -0.2], [1.5, -1.4, 0.7], [-2.0, 1.7, -1.9], [0.0, 0.0, 0.0], [0.0, 0.1, 0.1], [0.0, 0.0, 0.0], [0.0, -0.1, 0.0], [0.2, 0.0, 0.1]],
  "lowdin_spin": [2.79, 0.01, 0.01, 0.02, 0.01, 0.00, 0.01, 0.00, 0.00, 0.00, 0.00, 0.00, 0.00, -0.01, 0.00, 0.00, 0.00, 0.00, 0.00, 0.00, 0.00, 0.01, 0.00, 0.00, 0.06, 0.00, 0.00, 0.00, 0.00, 0.00, 0.00, 0.00, 0.00, 0.00, 0.00, 0.00, 0.00, 0.00, 0.00, 0.02, 0.00, 0.00, 0.01, 0.00, 0.00, 0.00, 0.00, 0.00, 0.00, 0.01, 0.03, 0.00, 0.00, 0.00, 0.00, 0.00, 0.00],
  "lumo_energy_ev": [-0.71, -0.84],
  "relative_energy_ev": 1.040,
  "charge": 0,
  "e_homo_ha": [-0.3325, -0.3403],
  "spin_multiplicity": 4,
  "gap_ev": [8.34, 8.42]
}

=====

{
  "formula": "C21H20F3N3O4S2",
  "method": "the ωB97M-V functional and the def2-TZVPD basis",
  "symbols": ["C", "O", "C", "C", "C", "C", "N", "C", "C", "O", "N", "C", "C", "C", "C", "C", "C", "C", "F", "F", "F", "C", "N", "C", "C", "S", "O", "O", "C", "C", "S", "C", "C", "H", "H", "H", "H", "H", "H", "H", "H", "H", "H", "H", "H", "H", "H", "H", "H", "H", "H", "H", "H"],
  "coordinates": [[-5.157, -1.475, 2.402], [-5.289, -0.954, 1.101], [-4.188, -0.450, 0.485], [-2.915, -0.398, 1.044], [-1.863, 0.134, 0.320], [-2.071, 0.630, -0.959], [-0.979, 1.142, -1.716], [-0.490, 0.283, -2.781], [-0.118, -1.092, -2.214], [-0.632, -2.116, -2.599], [0.826, -1.008, -1.243], [1.221, -2.054, -0.405], [0.281, -2.985, 0.036], [0.637, -3.997, 0.904], [1.940, -4.099, 1.365], [2.885, -3.193, 0.929], [2.540, -2.178, 0.041], [3.689, -1.330, -0.420], [4.373, -0.784, 0.597], [4.593, -2.081, -1.093], [3.395, -0.319, -1.255], [-0.162, 2.061, -1.186], [1.011, 2.321, -1.588], [1.697, 3.354, -0.887], [3.020, 2.792, -0.389], [2.488, 1.946, 1.123], [3.555, 1.741, 2.054], [1.663, 0.808, 0.801], [1.448, 3.346, 1.646], [0.841, 3.837, 0.346], [-0.811, 3.100, 0.117], [-3.340, 0.577, -1.523], [-4.388, 0.044, -0.807], [-4.467, -2.324, 2.427], [-6.153, -1.813, 2.684], [-4.820, -0.710, 3.109], [-2.723, -0.778, 2.034], [-0.872, 0.161, 0.752], [-1.277, 0.143, -3.526], [0.379, 0.762, -3.234], [1.224, -0.100, -1.027], [-0.734, -2.898, -0.316], [-0.110, -4.705, 1.231], [2.219, -4.881, 2.053], [3.908, -3.265, 1.267], [1.868, 4.195, -1.574], [3.451, 2.102, -1.104], [3.734, 3.552, -0.089], [0.703, 3.020, 2.365], [2.125, 4.062, 2.102], [0.723, 4.921, 0.343], [-3.501, 0.958, -2.519], [-5.380, -0.006, -1.226]],
  "atomic_forces_ev_per_a": [[0.0, -0.1, 0.2], [0.0, 0.1, -0.3], [0.1, 0.1, -0.1], [-0.3, -0.1, 0.2], [0.0, 0.0, -0.3], [-0.2, -0.1, 0.3], [-0.3, -0.3, -0.3], [0.0, -0.2, -0.3], [0.0, 0.3, -0.2], [-0.1, -0.2, -0.1], [0.2, 0.3, 0.1], [0.2, -0.4, 0.2], [-0.1, 0.0, 0.0], [0.0, 0.1, 0.0], [0.1, 0.0, 0.0], [-0.1, 0.1, 0.0], [-0.1, 0.1, 0.0], [0.6, 0.0, -0.2], [-0.1, 0.0, 0.3], [0.0, -0.2, 0.0], [-0.3, 0.1, -0.1], [0.1, 1.1, 0.4], [0.1, -0.7, -0.7], [-0.2, 0.5, -0.3], [-0.4, -0.2, 0.6], [0.3, 0.4, 0.4], [0.3, 0.2, 0.1], [-0.3, 0.1, -0.1], [0.5, -0.5, -0.3], [-0.6, 0.2, -0.2], [0.1, 0.1, -0.1], [0.0, 0.0, 0.2], [-0.1, -0.1, 0.1], [0.0, 0.0, 0.0], [0.1, 0.0, 0.0], [0.0, 0.0, 0.0], [0.0, 0.0, 0.1], [0.1, 0.0, 0.0], [0.2, -0.1, 0.1], [-0.1, -0.1, 0.0], [-0.1, -0.1, -0.1], [-0.1, 0.0, 0.0], [-0.1, -0.1, 0.0], [0.0, -0.1, 0.1], [0.1, 0.0, 0.0], [0.1, -0.1, 0.2], [0.1, -0.1, 0.1], [0.1, 0.1, 0.1], [0.1, -0.1, 0.1], [0.1, 0.1, 0.0], [0.1, -0.1, 0.0], [0.0, 0.1, -0.1], [-0.1, 0.0, -0.1]],
  "nbo_charge": [-0.25, -0.49, 0.32, -0.32, -0.14, 0.07, -0.46, -0.31, 0.68, -0.60, -0.67, 0.26, -0.24, -0.18, -0.23, -0.16, -0.20, 0.99, -0.32, -0.33, -0.33, 0.38, -0.57, -0.07, -0.66, 2.18, -0.92, -0.97, -0.68, -0.37, 0.23, -0.18, -0.25, 0.18, 0.20, 0.18, 0.22, 0.23, 0.23, 0.26, 0.45, 0.24, 0.22, 0.22, 0.23, 0.22, 0.28, 0.24, 0.26, 0.25, 0.24, 0.22, 0.23],
  "lumo_energy_ev": 0.24,
  "smiles": "COc1ccc(N(CC(=O)Nc2ccccc2C(F)(F)F)C2=N[C@@H]3CS(=O)(=O)C[C@@H]3S2)cc1",
  "charge": 0,
  "e_homo_ha": -0.3118,
  "gap_ev": 8.72
}

=====

{
  "formula": "C21H20MoN2O4S3",
  "method": "the ωB97M-V functional and the def2-TZVPD basis",
  "symbols": ["Mo", "C", "C", "C", "C", "C", "C", "C", "C", "C", "S", "C", "N", "H", "H", "H", "H", "H", "H", "H", "H", "S", "C", "C", "C", "C", "C", "C", "C", "C", "S", "O", "O", "N", "C", "C", "C", "O", "O", "H", "H", "H", "H", "H", "H", "H", "H", "H", "H", "H", "H"],
  "coordinates": [[0.625, 0.714, -1.173], [-1.605, 3.201, -0.647], [-0.241, 3.752, -0.932], [-0.082, 5.149, -0.928], [1.146, 5.701, -1.149], [2.256, 4.866, -1.373], [3.552, 5.378, -1.621], [4.590, 4.525, -1.855], [4.376, 3.134, -1.850], [3.132, 2.613, -1.601], [2.854, 0.872, -1.584], [2.043, 3.474, -1.354], [0.789, 2.925, -1.146], [-2.262, 3.994, -0.297], [-1.577, 2.427, 0.123], [-2.044, 2.772, -1.546], [-0.947, 5.768, -0.742], [1.277, 6.776, -1.153], [3.695, 6.450, -1.630], [5.582, 4.906, -2.054], [5.202, 2.462, -2.043], [-2.451, -0.018, -2.828], [-1.192, 0.450, -2.122], [-5.001, -2.326, 1.008], [-3.615, -2.702, 1.446], [-3.154, -4.008, 1.341], [-1.875, -4.353, 1.760], [-1.044, -3.380, 2.286], [-1.489, -2.068, 2.414], [-2.762, -1.738, 1.993], [0.599, -3.798, 2.817], [0.816, -3.172, 4.081], [0.768, -5.201, 2.599], [1.620, -3.043, 1.772], [1.850, -3.555, 0.434], [0.760, -3.194, -0.599], [0.718, -1.740, -0.894], [0.517, -0.865, 0.054], [0.885, -1.226, -2.023], [-5.579, -3.203, 0.723], [-4.970, -1.652, 0.149], [-5.537, -1.811, 1.805], [-3.806, -4.774, 0.941], [-1.522, -5.374, 1.688], [-0.849, -1.321, 2.866], [-3.119, -0.720, 2.110], [1.626, -2.038, 1.879], [1.916, -4.639, 0.500], [2.823, -3.194, 0.099], [-0.220, -3.474, -0.206], [0.926, -3.723, -1.537]],
  "atomic_forces_ev_per_a": [[-0.5, 0.0, -0.3], [0.0, 0.0, 0.0], [0.1, 0.0, 0.2], [0.0, -0.1, 0.0], [0.0, 0.0, 0.0], [0.0, -0.1, 0.0], [0.0, 0.0, 0.0], [0.0, 0.0, 0.0], [0.0, 0.0, 0.0], [0.0, 0.0, 0.1], [-0.1, 0.2, -0.4], [-0.1, 0.0, -0.1], [-0.2, 0.0, 0.1], [0.0, 0.0, 0.0], [0.0, 0.0, 0.0], [0.0, 0.0, 0.0], [0.0, 0.0, 0.0], [0.0, 0.0, 0.0], [0.0, 0.0, 0.0], [0.0, 0.0, 0.0], [0.0, 0.0, 0.0], [0.1, 0.0, 0.1], [0.6, 0.3, -0.1], [0.0, 0.0, 0.0], [0.1, 0.0, 0.0], [0.0, 0.0, 0.0], [0.1, -0.1, 0.0], [0.0, 0.0, 0.1], [0.0, 0.0, 0.0], [0.0, 0.0, 0.0], [-0.1, 0.1, -0.2], [0.0, 0.1, 0.0], [0.0, 0.0, 0.0], [0.0, -0.1, 0.0], [-0.1, 0.0, 0.1], [0.0, 0.1, -0.1], [0.1, -0.2, 0.2], [-0.1, 0.0, 0.3], [0.2, -0.4, -0.1], [0.0, 0.0, 0.0], [0.0, 0.0, 0.0], [0.0, 0.0, 0.0], [0.0, 0.0, 0.0], [0.0, 0.0, 0.0], [0.0, 0.0, 0.0], [0.0, 0.0, 0.0], [0.0, 0.0, 0.1], [0.0, 0.0, 0.0], [0.0, 0.0, 0.0], [0.0, 0.0, 0.0], [0.0, 0.0, 0.0]],
  "lowdin_spin": [0.89, 0.00, 0.00, 0.00, 0.00, 0.00, 0.00, 0.00, 0.00, 0.00, 0.00, 0.00, 0.01, 0.00, 0.00, 0.00, 0.00, 0.00, 0.00, 0.00, 0.00, 0.05, -0.01, 0.00, 0.00, 0.00, 0.00, 0.00, 0.00, 0.00, 0.00, 0.00, 0.00, 0.00, 0.00, 0.00, 0.02, 0.04, 0.00, 0.00, 0.00, 0.00, 0.00, 0.00, 0.00, 0.00, 0.00, 0.00, 0.00, 0.00, 0.00],
  "lumo_energy_ev": [-5.11, -5.26],
  "relative_energy_ev": 0.804,
  "charge": 1,
  "e_homo_ha": [-0.4269, -0.4258],
  "spin_multiplicity": 2,
  "gap_ev": [6.51, 6.33]
}

=====

| no. | maximum force (eV Å⁻¹) |
| --- | --- |
| 1 | 1.31 |
| 2 | 3.38 |
| 3 | 1.20 |
| 4 | 0.68 |